A 2-piece molecular cluster, C7H11FNO4 overall. Source: OMol25; level of theory: ωB97M-V with the def2-TZVPD basis set.

Structure (XYZ):
```
24
Properties=species:S:1:pos:R:3:forces:R:3:lowdin_charge:R:1
C -2.090 0.519 0.712 2.8541 0.9615 -3.2820 -0.391
H -2.878 -3.577 -0.007 -0.0235 0.2097 -0.0193 0.195
C -0.885 0.091 -0.178 0.1477 0.2662 0.0937 -0.157
H -4.287 -3.089 -0.641 0.0858 0.0153 0.0969 0.204
H 1.356 0.163 -1.559 0.0702 0.6278 0.3011 0.121
C 0.002 1.109 -0.211 -0.7349 -0.5101 -0.0887 -0.026
H 1.332 1.944 -1.756 -0.3022 -0.3343 0.5063 0.142
H 3.188 -0.880 0.125 -0.2710 0.5567 0.1552 0.086
H -3.586 -2.226 0.541 0.3027 0.5618 0.1985 0.159
H 3.440 1.264 -0.870 -0.5702 0.0982 0.3168 0.147
H -0.025 -1.688 -0.396 -0.1463 -0.1162 -0.5377 0.092
O -0.209 3.004 1.343 0.8206 2.2123 1.4330 0.264
C 1.303 1.127 -1.006 -0.0110 0.2533 0.6706 -0.058
C -0.657 2.178 0.687 0.1322 -2.2176 -2.8865 -0.361
N -0.806 -1.194 -0.831 -0.1629 0.2902 1.1043 0.082
O -2.859 -0.149 1.290 -1.8805 -1.2174 0.7032 0.166
H 3.718 0.234 1.400 -0.6894 -0.2315 -0.0624 0.093
C 2.864 -0.018 0.743 -0.2111 0.6213 -0.2426 -0.030
O -3.731 -3.125 0.165 -0.0678 -0.1622 -0.1067 0.342
F 2.677 2.417 0.569 -0.5751 -0.6104 -0.0950 -0.004
H -0.648 -1.086 -1.831 0.1206 -0.0402 0.2673 0.094
O -2.047 1.888 0.609 -0.7586 -0.4046 2.1870 0.132
C 2.591 1.228 -0.148 1.2350 -0.9999 -0.8012 -0.370
H 1.948 -0.308 1.295 0.6357 0.1701 0.0882 0.076
```
Positions in Å, forces in eV/Å.

Net charge: +1
2S+1: 1
Gap between HOMO and LUMO in eV: 8.916
Calculated total energy in a.u.: -728.592504
Largest force on an atom in eV/A: 4.45